The following is a quantum chemistry calculation of a 5-piece molecular cluster, C20H25F15O10 overall, from the Open Molecules 2025 dataset.

Atoms and positions in Å:
C: -2.311 3.079 0.268
C: -2.785 2.460 1.524
O: -4.258 2.390 1.622
C: -4.858 2.611 2.835
O: -4.285 2.632 3.942
C: -6.409 2.698 2.721
F: -7.103 2.850 3.956
F: -6.616 3.857 1.943
F: -6.920 1.526 2.229
H: -1.288 2.821 0.081
H: -2.675 4.145 0.274
H: -2.840 2.758 -0.550
H: -2.273 2.573 2.415
H: -2.361 1.296 1.532
C: -3.337 -1.095 -3.644
C: -3.097 -0.599 -2.184
O: -1.680 -0.442 -2.172
C: -0.992 -0.591 -0.943
O: -1.581 -0.665 0.194
C: 0.451 -0.742 -1.130
F: 1.249 -0.398 -0.089
F: 0.910 -2.023 -1.575
F: 0.802 0.106 -2.136
H: -4.363 -1.019 -3.626
H: -2.906 -1.950 -3.988
H: -3.246 -0.251 -4.369
H: -3.338 -1.210 -1.560
H: -3.826 0.228 -1.742
C: 6.344 -1.409 2.488
C: 6.093 0.081 2.854
O: 4.748 0.413 2.594
C: 4.466 1.710 2.590
O: 5.161 2.563 3.009
C: 3.023 2.006 2.025
F: 2.390 2.712 2.925
F: 3.110 2.617 0.859
F: 2.411 0.881 1.701
H: 5.565 -2.128 2.933
H: 7.206 -1.794 2.851
H: 6.489 -1.578 1.265
H: 6.955 0.713 2.576
H: 6.138 0.108 3.939
C: -6.727 -5.690 -0.731
C: -5.388 -5.906 0.013
O: -4.304 -5.794 -0.731
C: -3.602 -4.694 -0.955
O: -4.136 -3.616 -0.832
C: -2.097 -4.898 -1.257
F: -1.381 -3.760 -1.410
F: -1.515 -5.718 -0.265
F: -2.137 -5.575 -2.463
H: -7.451 -6.029 0.082
H: -6.677 -6.372 -1.380
H: -6.657 -4.606 -1.111
H: -5.615 -6.988 0.299
H: -5.474 -5.490 0.971
C: 5.818 5.210 -1.261
C: 6.016 3.739 -0.654
O: 5.394 2.856 -1.632
C: 5.209 1.564 -1.325
O: 5.566 1.063 -0.295
C: 4.395 0.879 -2.445
F: 3.601 -0.094 -1.880
F: 3.695 1.740 -3.115
F: 5.340 0.435 -3.228
H: 6.577 5.959 -0.792
H: 4.852 5.693 -1.177
H: 5.833 5.098 -2.405
H: 5.540 3.655 0.186
H: 7.147 3.426 -0.631

## Properties
* energy: -3027.24953 Ha
* net charge: 0
* SMILES: CCOC(=O)C(F)(F)F.CCOC(=O)C(F)(F)F.CCOC(=O)C(F)(F)F.CCOC(=O)C(F)(F)F.CCOC(=O)C(F)(F)F
* frontier orbital gap: 10.63 eV
* HOMO: -10.788 eV
* LUMO energy: -0.16 eV
* relative energy (zero: lowest compared OMol25 entry of this formula, charge and spin): 211.0 kcal/mol

***

The following is a quantum chemistry calculation of one molecule with the formula C20H25F3N2O2, from the Open Molecules 2025 dataset.

Atoms and positions in Å:
O: -0.885 0.944 -1.629
C: 0.102 0.664 -2.275
N: 0.181 0.803 -3.613
C: -0.895 1.341 -4.424
C: -1.309 0.338 -5.502
C: -2.452 0.906 -6.339
C: -2.043 2.230 -6.976
C: -1.623 3.229 -5.902
C: -0.479 2.666 -5.064
C: 1.397 0.160 -1.634
C: 2.314 1.349 -1.343
C: 3.616 0.825 -0.761
C: 3.429 -0.114 0.417
O: 4.331 -0.304 1.213
N: 2.245 -0.760 0.512
C: 2.024 -1.639 1.645
C: 1.093 -1.025 2.656
C: 1.389 0.223 3.196
C: 0.543 0.813 4.116
C: -0.611 0.163 4.521
C: -0.902 -1.086 3.992
C: -2.158 -1.800 4.401
F: -2.581 -1.457 5.628
F: -2.018 -3.136 4.409
F: -3.186 -1.541 3.567
C: -0.063 -1.676 3.056
C: 1.079 -0.532 -0.314
H: 1.036 0.570 -4.091
H: -1.729 1.510 -3.735
H: -1.615 -0.598 -5.031
H: -0.452 0.130 -6.148
H: -3.322 1.065 -5.699
H: -2.731 0.189 -7.114
H: -1.209 2.062 -7.662
H: -2.874 2.636 -7.554
H: -2.474 3.442 -5.252
H: -1.312 4.168 -6.365
H: -0.199 3.375 -4.283
H: 0.394 2.500 -5.702
H: 1.904 -0.533 -2.313
H: 1.819 2.012 -0.631
H: 2.511 1.919 -2.254
H: 4.259 1.640 -0.427
H: 4.173 0.268 -1.522
H: 1.623 -2.593 1.288
H: 3.005 -1.807 2.101
H: 2.297 0.724 2.892
H: 0.782 1.782 4.527
H: -1.274 0.612 5.243
H: -0.311 -2.647 2.652
H: 0.606 -1.501 -0.510
H: 0.349 0.084 0.229

## Properties
* energy: -1336.79740 Ha
* net charge: 0
* SMILES: O=C(NC1CCCCC1)[C@H]1CCC(=O)N(Cc2cccc(C(F)(F)F)c2)C1
* frontier orbital gap: 9.82 eV
* HOMO: -9.305 eV
* LUMO energy: 0.51 eV
* relative energy (zero: lowest compared OMol25 entry of this formula, charge and spin): 0.0 kcal/mol

***

The following is a quantum chemistry calculation of C20H25F6N2O4PS2V as an isolated structure, from the Open Molecules 2025 dataset.

Atoms and positions in Å:
V: 0.470 0.282 -0.449
O: 0.709 -0.536 3.127
S: 0.029 0.673 3.465
C: 1.071 2.101 3.563
C: 1.958 2.316 2.326
C: 3.379 1.744 2.369
C: 3.576 0.232 2.324
S: 3.436 -0.801 0.845
O: 1.884 -0.360 0.202
C: 4.586 -0.383 -0.331
C: 4.983 0.922 -0.694
C: 6.026 1.058 -1.577
C: 6.671 -0.078 -2.092
C: 6.264 -1.361 -1.748
C: 5.206 -1.533 -0.875
C: -1.027 0.588 4.791
C: -1.708 1.738 5.237
C: -2.500 1.625 6.358
C: -2.603 0.398 7.020
C: -1.927 -0.731 6.566
C: -1.130 -0.655 5.440
H: 1.624 1.953 4.497
H: 0.389 2.941 3.719
H: 2.058 3.397 2.224
H: 1.406 2.009 1.434
H: 3.848 2.050 3.309
H: 3.971 2.237 1.602
H: 2.952 -0.305 3.037
H: 4.618 -0.024 2.564
H: 4.486 1.799 -0.309
H: 6.360 2.044 -1.872
H: 7.502 0.052 -2.774
H: 6.772 -2.225 -2.154
H: 4.886 -2.527 -0.588
H: -1.631 2.690 4.726
H: -3.035 2.489 6.730
H: -3.217 0.326 7.910
H: -2.014 -1.667 7.101
H: -0.580 -1.517 5.088
C: -3.209 -1.962 -0.833
C: -2.015 -1.186 -0.427
N: -0.882 -1.119 -1.038
O: -0.559 -1.805 -2.148
C: -2.056 -0.314 0.810
C: -3.325 -0.080 1.519
N: -0.902 0.188 1.103
O: -0.890 1.124 2.133
H: -3.077 -2.549 -1.740
H: -4.046 -1.276 -0.996
H: -3.498 -2.649 -0.033
H: -1.292 -2.385 -2.430
H: -3.868 -1.018 1.647
H: -3.952 0.562 0.886
H: -3.181 0.410 2.477
F: -0.026 1.898 -0.578
P: 0.920 0.861 -3.928
F: 0.925 2.307 -4.379
F: -0.512 0.982 -3.278
F: 0.475 -0.212 -4.902
F: 2.430 0.641 -4.176
F: 1.356 0.436 -2.296

## Properties
* energy: -3867.01063 Ha
* ⟨S²⟩: 0.7587
* net charge: +4
* frontier orbital gap (alpha / beta): 5.96 / 6.41 eV
* HOMO (alpha / beta): -20.428 / -20.428 eV
* LUMO energy (alpha / beta): -14.47 / -14.02 eV
* 2S+1: 2
* relative energy (zero: lowest compared OMol25 entry of this formula, charge and spin): 25.3 kcal/mol

***

The following is a quantum chemistry calculation of a 3-piece molecular cluster, C20H25F6N5O8 overall, from the Open Molecules 2025 dataset.

Atoms and positions in Å:
N: 3.746 0.642 0.842
C: 3.381 -0.405 0.333
O: 2.837 -1.350 -0.575
C: 1.591 -1.961 -0.026
C: 1.691 -1.650 1.574
N: 1.408 -1.232 2.682
C: 1.771 -3.540 -0.187
C: 1.407 -4.400 1.160
C: 1.272 -5.984 0.868
O: 1.069 -6.713 1.892
O: 1.403 -6.535 -0.443
C: 0.337 -1.265 -0.746
C: 0.973 -0.375 -1.964
N: 1.511 0.285 -2.827
C: -0.346 -0.109 0.205
N: -1.316 -0.614 1.200
C: -0.718 -2.218 -1.482
C: -1.537 -3.249 -0.574
C: -3.139 -2.941 -0.553
N: -3.773 -1.803 -1.260
O: -3.920 -3.688 0.136
H: 1.280 -4.025 -1.097
H: 2.912 -3.729 -0.323
H: 0.430 -4.074 1.654
H: 2.241 -4.308 1.963
H: 2.212 -6.139 -0.845
H: -0.948 0.549 -0.542
H: 0.456 0.612 0.641
H: -2.264 -0.694 0.810
H: -1.037 -1.490 1.659
H: -1.378 -1.531 -2.148
H: -0.113 -2.854 -2.245
H: -1.228 -3.312 0.523
H: -1.462 -4.315 -1.031
H: -4.030 -1.093 -0.537
H: -4.697 -2.118 -1.623
C: -0.639 -0.339 5.517
C: -0.805 0.849 4.590
O: -2.022 1.554 4.883
C: -1.968 2.427 5.914
O: -0.982 2.630 6.578
C: -3.309 3.137 6.083
F: -4.358 2.289 6.008
F: -3.504 4.074 5.128
F: -3.417 3.771 7.268
H: -1.519 -0.986 5.474
H: 0.243 -0.922 5.245
H: -0.533 -0.016 6.556
H: -0.884 0.499 3.557
H: 0.057 1.521 4.636
C: 1.478 2.723 -5.097
C: 1.837 3.917 -4.237
O: 2.178 5.048 -5.054
C: 1.138 5.768 -5.533
O: -0.020 5.509 -5.319
C: 1.643 6.961 -6.341
F: 2.645 6.632 -7.185
F: 2.122 7.941 -5.542
F: 0.678 7.523 -7.098
H: 2.284 2.501 -5.803
H: 1.297 1.842 -4.478
H: 0.581 2.919 -5.690
H: 2.721 3.685 -3.637
H: 1.033 4.169 -3.539

## Properties
* energy: -2251.79334 Ha
* net charge: 0
* SMILES: N#CO[C@](C#N)(CCC(=O)O)[C@](C#N)(CN)CCC(N)=O.CCOC(=O)C(F)(F)F.CCOC(=O)C(F)(F)F
* frontier orbital gap: 9.57 eV
* HOMO: -10.658 eV
* LUMO energy: -1.09 eV
* relative energy (zero: lowest compared OMol25 entry of this formula, charge and spin): 98.4 kcal/mol